DFT (ωB97M-V/def2-TZVPD) results for C24H14AsF5IrS2 as an isolated structure.

Largest force on an atom (eV Å⁻¹): 5.01
Orbital gap (spin up / spin down) (eV): 7.853 / 4.158
Net charge: +2
Energy (eV): -124026.592
Energy relative to the best compared isomer or geometry (same formula, charge and spin) (kcal/mol): 35.4
Spin multiplicity: 6

Each line ends with the Löwdin spin population.
CARTESIAN COORDINATES (ANGSTROEM)
1 Ir -0.690 -1.722 0.611  2.12
2 F 5.406 -3.573 3.109  0.04
3 C 4.249 -3.893 2.452  0.11
4 C 4.164 -4.334 1.155  -0.01
5 F 5.266 -4.784 0.418  -0.01
6 C 2.861 -4.237 0.670  0.14
7 F 2.815 -4.535 -0.668  0.04
8 C 1.657 -3.961 1.341  0.17
9 S 0.273 -3.806 0.264  0.70
10 C 1.843 -3.810 2.700  0.02
11 F 0.713 -3.711 3.518  0.01
12 C 3.135 -3.580 3.207  0.05
13 F 3.361 -3.083 4.482  0.02
14 S -1.922 -1.065 2.311  0.81
15 C -2.349 0.630 1.945  0.13
16 C -2.926 1.313 2.967  0.10
17 C -3.059 2.720 2.907  0.00
18 C -2.828 3.277 1.702  0.08
19 C -2.153 2.635 0.682  0.02
20 C -2.072 1.234 0.741  0.10
21 As -0.942 0.242 -0.562  0.21
22 C -1.860 0.528 -2.253  0.03
23 C -2.979 -0.370 -2.419  0.01
24 C -3.820 -0.243 -3.498  0.00
25 C -3.573 0.731 -4.521  0.00
26 C -2.483 1.582 -4.357  0.00
27 C -1.604 1.512 -3.210  0.01
28 C 0.855 1.143 -0.515  0.03
29 C 1.510 1.318 -1.703  0.01
30 C 2.830 1.839 -1.650  0.00
31 C 3.342 2.358 -0.492  0.01
32 C 2.666 2.167 0.678  0.00
33 C 1.460 1.449 0.693  0.02
34 H -3.360 0.749 3.767  0.01
35 H -3.379 3.352 3.759  0.00
36 H -2.938 4.355 1.615  0.00
37 H -1.824 3.195 -0.198  0.00
38 H -3.085 -1.247 -1.772  0.01
39 H -4.683 -0.894 -3.722  0.00
40 H -4.116 0.751 -5.440  0.00
41 H -2.181 2.403 -5.074  0.00
42 H -0.653 2.034 -3.190  0.00
43 H 1.072 1.031 -2.642  0.00
44 H 3.469 1.881 -2.589  0.00
45 H 4.320 2.853 -0.474  0.00
46 H 3.234 2.435 1.649  0.00
47 H 0.976 1.134 1.606  0.00